Entry w
C4H9O2 as an isolated structure, computed with ωB97M-V/def2-TZVPD.

Positions of all 15 atoms, in Å:
C  -1.196  -0.531  -0.015
C  -0.856  0.971  0.269
C  0.333  1.086  1.221
O  1.290  0.114  0.947
C  -0.264  -1.203  -1.075
O  0.903  -0.541  -1.229
H  -1.165  -1.009  0.954
H  -2.220  -0.472  -0.425
H  -1.744  1.385  0.705
H  -0.664  1.490  -0.676
H  -0.009  1.102  2.236
H  0.859  2.047  1.065
H  1.131  -0.184  -0.007
H  -0.139  -2.263  -0.758
H  -0.917  -1.284  -1.984

Gap between HOMO and LUMO   7.690 eV
Spin multiplicity   1
Total charge   -1
HOMO level   -3.24 eV

***

Entry x
A 2-piece molecular cluster, C4H9O2 overall, computed with ωB97M-V/def2-TZVPD.

Positions of all 15 atoms, in Å:
C  0.154  -0.812  3.041
C  -1.287  -0.591  2.524
H  0.883  -0.841  2.230
H  0.268  0.140  3.614
H  0.199  -1.588  3.787
H  -2.097  -0.909  3.201
H  -1.555  -1.012  1.562
H  -1.373  0.449  2.161
C  -0.492  -0.298  -2.430
C  0.441  0.509  -1.521
O  1.638  0.145  -1.364
O  -0.061  1.471  -0.883
H  0.116  -0.415  -3.357
H  -1.268  0.311  -2.905
H  -0.762  -1.266  -2.024

Gap between HOMO and LUMO   7.419 eV
Spin multiplicity   1
Total charge   -1
HOMO level   -3.48 eV

***

Entry y
A 2-piece molecular cluster, C4H9O2 overall, computed with ωB97M-V/def2-TZVPD.

Positions of all 15 atoms, in Å:
C  0.170  1.919  0.159
C  1.651  1.510  -0.045
O  1.912  0.880  -1.097
O  2.406  1.853  0.891
H  0.097  2.174  1.210
H  -0.496  1.083  -0.052
H  -0.160  2.681  -0.552
C  -0.768  -1.487  -0.803
C  -0.657  -1.518  0.716
H  -0.700  -0.512  -1.258
H  0.039  -2.084  -1.258
H  -1.691  -1.941  -1.177
H  0.156  -0.894  1.088
H  -1.561  -1.123  1.194
H  -0.399  -2.542  0.984

Gap between HOMO and LUMO   7.837 eV
Spin multiplicity   1
Total charge   -1
HOMO level   -3.84 eV

***

Q: Which of them is the least stable? A: entry w.

***

Entry w
One molecule with the formula C2H4ClN3O3, computed with ωB97M-V/def2-TZVPD.

Positions of all 13 atoms, in Å:
N  1.025  -0.273  -1.491
C  1.163  -0.303  -0.154
O  2.194  -0.128  0.410
C  -0.272  -0.299  0.529
N  -0.291  0.137  1.858
Cl  -0.800  -1.956  0.512
N  -1.160  0.603  -0.353
O  -1.218  1.758  -0.109
O  -1.776  0.031  -1.224
H  0.319  -0.481  -2.238
H  1.910  -0.345  -1.996
H  -1.282  0.188  2.214
H  0.190  1.068  2.043

Gap between HOMO and LUMO   10.304 eV
SMILES   NC(=O)[C@](N)(Cl)[N+](=O)[O-]
Spin multiplicity   1
HOMO level   -10.42 eV

***

Entry x
A 2-piece molecular cluster, C2H4ClN3O3 overall, computed with ωB97M-V/def2-TZVPD.

Positions of all 13 atoms, in Å:
N  -1.079  -0.670  -0.420
C  -0.074  0.137  -0.862
Cl  1.469  -0.627  -1.100
N  -0.446  1.280  -1.385
O  -1.674  1.717  -1.343
O  0.534  2.196  -1.776
H  -2.037  -0.316  -0.705
H  -0.982  -1.626  -0.607
H  0.111  2.961  -1.964
N  0.155  1.914  3.208
C  0.326  0.784  2.809
O  0.816  -0.297  2.635
H  -0.574  2.542  3.122

Gap between HOMO and LUMO   8.957 eV
SMILES   N/C(Cl)=[N+](\[O-])O.N=C=O
Spin multiplicity   1
HOMO level   -8.51 eV

***

Q: Which of them is the least stable? A: entry x.

***

Entry w
A 2-piece molecular cluster, C4H12N2O overall, computed with ωB97M-V/def2-TZVPD.

Positions of all 19 atoms, in Å:
C  0.588  -2.320  0.143
C  1.213  -1.315  1.169
C  1.757  -0.036  0.793
C  1.084  1.153  1.086
N  1.479  2.370  0.665
N  -0.485  -1.840  -0.703
H  1.368  -2.703  -0.522
H  0.282  -3.206  0.696
H  1.973  -1.890  1.706
H  0.455  -1.221  1.958
H  2.719  0.017  0.314
H  0.320  1.097  1.837
H  0.765  3.072  0.864
H  1.704  2.416  -0.329
H  -0.205  -1.029  -1.242
H  -1.275  -1.617  -0.113
H  -3.700  1.525  -2.930
H  -5.175  1.276  -2.663
O  -4.357  1.551  -2.223

Gap between HOMO and LUMO (spin up / spin down)   9.318 / 5.825 eV
Spin multiplicity   2
Total charge   +1
HOMO level (spin up / spin down)   -13.36 / -13.32 eV

***

Entry x
An isolated ion of composition C4H12N2O and charge +1, computed with ωB97M-V/def2-TZVPD.

Positions of all 19 atoms, in Å:
C  -0.404  -0.494  -0.224
C  -1.186  0.593  -1.042
C  -1.880  -0.205  -2.130
O  -0.234  1.598  -1.533
N  0.385  -0.035  0.924
C  1.079  -1.038  1.698
N  2.272  -0.363  2.239
H  0.225  -1.106  -0.887
H  -1.183  -1.363  0.089
H  -1.939  1.365  -0.507
H  -1.274  -0.807  -2.819
H  -2.389  -0.894  -1.541
H  -2.603  0.298  -2.685
H  -0.125  2.164  -0.796
H  -0.307  0.286  1.570
H  1.483  -1.767  0.987
H  0.649  -1.702  2.421
H  3.081  -0.013  1.649
H  1.999  0.401  2.832

Gap between HOMO and LUMO (spin up / spin down)   10.827 / 5.412 eV
Spin multiplicity   2
Total charge   +1
HOMO level (spin up / spin down)   -14.07 / -14.05 eV

***

Q: Which of them is the least stable? A: entry x.

***

Entry w
C18H32MoN2O3S4 as an isolated structure, computed with ωB97M-V/def2-TZVPD.

Positions of all 60 atoms, in Å:
Mo  -0.295  -0.494  0.619
C  2.211  2.072  -0.845
C  2.479  1.515  -2.236
S  2.169  -0.258  -2.198
C  1.839  -0.684  -3.922
C  1.482  -2.172  -3.990
S  0.422  -2.845  -2.680
C  -1.262  -2.436  -3.195
C  -1.651  -0.973  -3.363
S  -1.711  0.051  -1.851
C  -0.965  1.569  -2.481
C  -0.600  2.501  -1.344
S  0.556  1.837  -0.114
H  2.376  3.149  -0.824
H  2.886  1.628  -0.109
H  3.519  1.729  -2.486
H  1.857  2.006  -2.983
H  2.726  -0.507  -4.531
H  1.039  -0.055  -4.310
H  2.395  -2.764  -3.908
H  1.041  -2.408  -4.959
H  -1.903  -2.935  -2.467
H  -1.439  -2.928  -4.152
H  -2.655  -0.936  -3.788
H  -0.984  -0.473  -4.060
H  -1.679  2.074  -3.133
H  -0.091  1.292  -3.060
H  -1.484  2.771  -0.764
H  -0.167  3.427  -1.724
O  1.452  -1.834  0.261
C  2.286  -2.200  1.358
C  2.167  -1.106  2.381
C  3.046  -1.048  3.448
C  2.924  -0.025  4.370
C  1.930  0.928  4.188
C  1.090  0.811  3.106
N  1.191  -0.196  2.215
H  1.366  -2.514  -0.431
H  3.320  -2.277  1.018
H  1.974  -3.159  1.777
H  3.818  -1.799  3.546
H  3.599  0.036  5.213
H  1.806  1.753  4.875
H  0.309  1.534  2.919
C  -2.497  0.192  3.637
C  -2.708  0.683  2.204
C  -2.778  2.207  2.123
C  -3.939  0.028  1.574
N  -1.564  0.251  1.407
H  -3.376  0.450  4.227
H  -1.632  0.664  4.101
H  -2.374  -0.890  3.662
H  -3.591  2.559  2.756
H  -2.980  2.534  1.103
H  -1.853  2.669  2.474
H  -4.825  0.343  2.126
H  -3.872  -1.058  1.626
H  -4.054  0.331  0.533
O  -0.993  -2.406  1.144
O  -1.350  -2.215  -0.085

Gap between HOMO and LUMO (spin up / spin down)   7.969 / 6.989 eV
Spin multiplicity   3
Total charge   +2
HOMO level (spin up / spin down)   -13.94 / -14.09 eV

***

Entry x
C18H32MoN2O3S4 as an isolated structure, computed with ωB97M-V/def2-TZVPD.

Positions of all 60 atoms, in Å:
Mo  0.994  0.215  -0.620
C  -1.196  -3.134  1.668
C  -1.250  -2.244  2.910
S  0.158  -1.115  2.972
C  -0.523  0.226  3.999
C  0.294  1.503  3.887
S  0.422  2.304  2.263
C  -1.246  2.922  1.900
C  -2.333  1.932  1.501
S  -1.896  0.856  0.097
C  -3.100  -0.463  0.430
C  -2.736  -1.759  -0.278
S  -1.050  -2.338  0.033
H  -2.094  -3.752  1.627
H  -0.339  -3.806  1.717
H  -1.216  -2.877  3.796
H  -2.170  -1.663  2.943
H  -0.509  -0.098  5.040
H  -1.558  0.381  3.706
H  1.339  1.321  4.142
H  -0.095  2.248  4.583
H  -1.071  3.647  1.104
H  -1.570  3.472  2.786
H  -3.217  2.497  1.205
H  -2.609  1.294  2.335
H  -4.088  -0.137  0.104
H  -3.126  -0.604  1.508
H  -2.784  -1.646  -1.361
H  -3.432  -2.548  0.008
O  0.231  -0.940  -2.327
C  1.014  -2.072  -2.795
C  1.840  -2.552  -1.645
C  2.380  -3.817  -1.617
C  3.182  -4.181  -0.548
C  3.422  -3.261  0.463
C  2.852  -2.013  0.374
N  2.058  -1.654  -0.661
H  -0.152  -0.469  -3.072
H  1.669  -1.748  -3.600
H  0.354  -2.850  -3.163
H  2.174  -4.509  -2.425
H  3.616  -5.172  -0.506
H  4.048  -3.506  1.311
H  3.026  -1.270  1.135
C  1.900  3.063  -2.781
C  0.442  2.675  -2.468
C  -0.262  2.174  -3.736
C  -0.310  3.871  -1.876
N  0.471  1.612  -1.480
H  1.917  3.844  -3.542
H  2.453  2.198  -3.153
H  2.395  3.433  -1.883
H  -0.377  2.996  -4.443
H  -1.261  1.794  -3.498
H  0.330  1.397  -4.232
H  -0.243  4.715  -2.564
H  0.138  4.164  -0.923
H  -1.364  3.626  -1.724
O  1.506  0.866  1.126
O  2.553  0.953  0.250

Gap between HOMO and LUMO (spin up / spin down)   7.886 / 6.378 eV
Spin multiplicity   3
Total charge   +2
HOMO level (spin up / spin down)   -14.05 / -14.15 eV

***

Q: Which of them is the least stable? A: entry x.